(1)
Here is a single C20H23FN2O4S molecule in a non-equilibrium geometry from OMol25. Energies are from wB97M-V/def2-TZVPD.

Each line ends with the Löwdin charge.
Geometry (Å):
S 1.113 0.536 1.521  0.612
F -4.360 1.489 1.515  0.349
O -3.338 -3.908 -0.469  -0.085
O 1.108 1.100 -1.847  0.165
O 1.478 -0.159 2.651  -0.217
O 2.062 1.406 1.065  -0.212
N 3.114 1.690 -1.535  -0.018
N 1.476 -0.726 0.088  -0.102
C -3.272 1.242 1.340  -0.322
C 4.957 3.189 -1.261  -0.199
C -1.630 -2.722 0.926  0.010
C -2.145 -3.029 -0.348  -0.146
C -0.335 -1.614 -1.371  0.062
C -1.451 -2.359 -1.535  -0.041
C 0.383 -1.518 0.182  -0.182
C -2.550 0.864 2.700  0.068
C 4.272 3.666 -2.389  -0.207
C -1.101 1.341 0.228  0.049
C -4.753 -2.603 -1.779  -0.064
C 2.107 0.758 -1.604  -0.557
C 4.422 1.630 -1.089  -0.189
C -1.299 0.637 2.761  -0.009
C -4.114 -3.893 -1.571  -0.326
C 2.907 3.053 -2.238  -0.054
C -0.289 -2.131 1.165  -0.046
C -0.408 0.766 1.550  -0.284
C 2.328 -0.352 -0.643  -0.330
C -2.364 1.459 0.332  -0.070
H 4.702 3.670 -0.362  0.080
H -4.761 -4.642 -1.319  0.114
H 4.334 4.613 -2.587  0.057
H 2.262 2.908 -3.340  0.198
H 2.381 -1.164 -1.410  0.175
H -5.425 -2.334 -1.061  0.048
H 0.194 -2.042 1.941  0.011
H -4.110 -1.706 -2.107  0.109
H 6.254 3.000 -1.313  0.188
H -2.124 -3.431 1.795  0.160
H 4.898 2.957 -3.169  0.182
H -3.481 -4.066 -2.308  0.076
H -2.886 1.809 -0.640  0.157
H -0.813 0.151 3.469  0.074
H 2.318 3.466 -1.757  -0.020
H 3.449 -0.406 -0.251  0.166
H -0.308 1.315 -0.572  0.117
H 0.242 -1.284 -2.252  0.096
H -1.920 -2.485 -2.407  0.044
H -3.266 0.735 3.203  0.004
H -5.205 -2.635 -2.769  0.083
H 5.037 0.842 -1.283  0.055
H 4.562 1.335 0.180  0.171

Calculated values
**Kohn-Sham gap**: 6.43 eV
**Structure (SMILES)**: CCOc1ccc(N(CC(=O)N2CCCC2)S(=O)(=O)c2ccc(F)cc2)cc1
**Net charge**: 0
**E_HOMO**: -7.3 eV
**Energy relative to the best compared isomer or geometry (same formula, charge and spin)**: 2095.5 kJ/mol

(2)
Here is a molecular structure, C5H14N4 in a non-equilibrium geometry from OMol25. Energies are from wB97M-V/def2-TZVPD.

Each line ends with the Löwdin charge.
Geometry (Å):
N -1.374 2.095 0.086  0.122
N 1.569 0.012 -0.658  -0.244
N 1.088 1.081 -1.447  0.051
N 1.189 -1.246 1.251  0.091
C -1.291 1.025 0.693  -0.421
C 0.856 -0.265 0.502  -0.376
C -1.401 -0.681 -0.313  -0.034
C 2.170 -1.105 -1.369  -0.068
C -1.787 0.677 2.048  -0.063
H -0.948 -1.026 -1.240  0.028
H 3.014 -0.737 -1.958  0.081
H -1.420 -1.497 0.409  0.034
H -0.883 2.173 -0.803  0.047
H 0.665 -1.341 2.111  0.030
H -2.824 0.352 1.979  0.092
H -1.203 -0.131 2.480  0.066
H 1.887 1.533 -1.888  0.092
H -2.433 -0.494 -0.619  0.032
H 1.450 -1.597 -2.035  0.080
H 2.524 -1.827 -0.638  0.069
H -1.720 1.560 2.681  0.087
H 0.395 0.721 0.910  0.119
H 0.477 0.720 -2.184  0.083

Calculated values
**Kohn-Sham gap**: 9.32 eV
**Net charge**: 0
**E_HOMO**: -8.4 eV
**Energy relative to the best compared isomer or geometry (same formula, charge and spin)**: 444.5 kJ/mol

(3)
Here is 4 unconnected molecules or ions with the total composition C50H40BN2O11 in a non-equilibrium geometry from OMol25. Energies are from wB97M-V/def2-TZVPD.

Each line ends with the Löwdin charge.
Geometry (Å):
O 6.519 4.557 0.608  0.072
O 3.344 5.360 -3.624  0.111
O -0.935 -2.867 -0.803  0.101
O -0.593 2.936 -1.330  -0.029
O -0.090 -0.854 -4.663  -0.010
O -1.388 0.032 -2.984  0.040
O -6.325 -3.747 -0.833  0.117
O 6.609 -0.429 4.695  0.107
O -9.272 -8.042 0.380  0.097
O 4.179 3.077 7.925  0.100
O -1.369 3.012 -2.499  -0.123
N -1.067 -2.530 -3.028  0.015
N -4.542 1.011 -2.913  0.103
C 6.031 0.364 5.410  -0.277
C 5.258 6.029 -2.433  -0.079
C 6.573 2.251 3.887  0.003
C 4.076 5.152 -2.680  -0.276
C 5.978 1.811 5.063  -0.083
C 4.131 -0.962 8.991  -0.062
C -8.581 -7.083 0.096  -0.278
C -2.772 1.447 -4.506  -0.096
C 4.740 0.828 7.511  -0.083
C -7.685 -6.460 1.110  -0.085
C -6.969 -4.738 -0.569  -0.274
C -2.974 -1.990 -1.432  0.006
C -8.688 -5.435 -3.837  -0.057
C -3.936 0.702 -3.963  -0.273
C 7.147 6.684 -1.087  -0.008
C 4.674 3.804 -0.649  -0.087
C 5.335 -1.444 6.966  -0.003
C 4.140 0.388 8.684  -0.006
C -9.389 -7.105 -2.254  -0.008
C 2.757 3.171 -1.974  0.012
C -7.848 -5.375 -1.590  -0.078
C 5.842 4.492 4.359  -0.046
C -6.034 -4.814 1.729  0.007
C 4.722 -1.879 8.128  -0.060
C 5.352 -0.090 6.656  -0.081
C 6.626 7.885 -3.103  -0.064
C 2.532 2.097 -1.128  -0.030
C 6.506 3.589 3.534  -0.054
C 7.424 7.706 -1.978  -0.066
C -7.625 -7.000 2.389  -0.008
C 3.830 4.023 -1.745  -0.079
C 3.381 1.871 -0.050  -0.037
C 5.543 7.053 -3.327  -0.004
C -0.430 0.425 -5.062  -0.174
C 4.706 2.279 7.175  -0.278
C -6.897 -5.355 0.784  -0.078
C -0.678 2.298 -3.502  -0.148
C -9.428 -6.573 -3.531  -0.063
C 6.070 5.836 -1.316  -0.081
C -5.967 -5.366 2.997  -0.054
C 5.327 2.723 5.899  -0.087
C 5.259 4.063 5.538  -0.004
C -7.900 -4.837 -2.869  0.003
C -8.603 -6.507 -1.277  -0.084
C 5.809 4.716 -0.369  -0.263
C -1.761 -3.590 -3.788  -0.088
C 4.445 2.723 0.192  0.001
C -1.580 -2.483 -1.713  -0.521
C -1.396 1.020 -3.915  -0.450
C -6.769 -6.454 3.329  -0.062
B -1.240 -1.210 -3.785  -0.779
H 6.850 8.678 -3.805  0.104
H 3.677 1.102 9.351  0.119
H 7.769 6.538 -0.214  0.117
H 0.319 2.049 -3.171  0.104
H 5.799 -2.153 6.295  0.120
H 5.782 5.535 4.077  0.109
H 6.964 3.929 2.616  0.081
H 1.697 1.433 -1.309  0.113
H -1.646 -3.383 -4.840  0.070
H 4.746 4.765 6.180  0.118
H -2.230 -1.207 -4.552  0.133
H -6.720 -6.878 4.323  0.104
H -5.289 -4.948 3.729  0.108
H -1.299 -4.553 -3.586  0.076
H -0.623 2.913 -4.393  0.133
H -0.809 0.514 -6.082  0.111
H -0.868 3.730 -0.859  0.098
H -3.096 -1.947 -0.363  0.073
H 7.083 1.544 3.247  0.123
H -2.741 1.234 -5.566  0.101
H -5.296 0.350 -2.752  0.037
H 4.704 -2.935 8.364  0.106
H 2.100 3.347 -2.814  0.113
H 3.208 1.026 0.603  0.113
H 4.918 7.193 -4.199  0.120
H -2.963 2.509 -4.413  0.111
H -8.724 -5.017 -4.834  0.107
H -3.146 -0.991 -1.805  0.056
H 3.659 -1.303 9.903  0.105
H -9.965 -7.988 -2.013  0.118
H -7.320 -3.955 -3.105  0.124
H 8.265 8.363 -1.800  0.103
H -3.758 -2.623 -1.836  0.066
H -10.036 -7.044 -4.292  0.104
H 0.508 0.995 -5.039  0.109
H -5.415 -3.966 1.469  0.125
H 5.101 2.547 1.034  0.107
H -8.245 -7.849 2.643  0.117
H -4.267 -0.155 -4.542  0.101
H -2.830 -3.598 -3.577  0.070

Calculated values
**Kohn-Sham gap**: 5.05 eV
**Net charge**: -1
**E_HOMO**: -4.7 eV

(4)
Here is 4 unconnected molecules or ions with the total composition C6H19NO3 in a non-equilibrium geometry from OMol25. Energies are from wB97M-V/def2-TZVPD.

Each line ends with the Löwdin charge.
Geometry (Å):
O -2.427 1.812 -0.447  -0.075
O -0.222 1.287 3.770  -0.038
O -4.147 -1.460 0.022  -0.153
N 0.844 1.808 0.316  0.075
C 1.410 1.269 -0.824  -0.399
C 0.031 -1.558 -0.085  -0.234
C -0.203 -3.127 0.042  -0.116
C 1.542 -1.109 0.038  -0.229
C 1.542 2.269 -2.017  -0.058
C 1.764 -0.048 -0.998  -0.116
H -1.622 1.443 -0.020  0.013
H 0.385 -3.689 0.823  0.083
H 2.170 -2.030 -0.147  0.108
H -1.242 -3.396 0.231  0.053
H 2.644 2.158 -2.432  0.110
H 1.031 2.825 0.615  0.143
H 0.933 2.088 -2.864  0.046
H 1.575 3.348 -1.761  0.067
H -0.428 -1.020 0.888  0.122
H 0.893 1.375 1.190  0.033
H -0.024 -3.552 -0.902  0.041
H -1.971 2.283 -1.151  0.029
H -0.448 -1.363 -1.021  0.086
H 2.142 -0.184 -2.045  0.117
H 0.410 0.593 3.855  0.015
H 1.837 -0.902 1.119  0.117
H -3.791 -1.640 0.921  0.023
H -0.821 0.970 3.087  0.027
H -3.810 -0.447 -0.200  0.109

Calculated values
**Kohn-Sham gap**: 8.40 eV
**Structure (SMILES)**: CCC/C=C(/C)N.O.O.O
**Net charge**: 0
**E_HOMO**: -8.1 eV
**Energy relative to the best compared isomer or geometry (same formula, charge and spin)**: 222.4 kJ/mol